No. 1
Molecular formula: C3H8O2Sm
Method: DFT, ωB97M-V/def2-TZVPD

Computed properties:
Expectation value of S² = 15.759
Spin multiplicity = 8
Total charge = +1
Energy above the lowest of the compared OMol25 structures with the same formula, charge and spin = 0.000 eV

CARTESIAN COORDINATES (ANGSTROEM)
H 3.322 0.323 -0.743
O 0.731 1.084 -1.202
C 0.167 -0.154 -1.575
C -1.270 -0.262 -1.087
O -1.947 0.950 -1.459
C -3.353 0.934 -1.227
Sm -0.476 2.814 -1.436
H 0.745 -0.980 -1.131
H 0.200 -0.293 -2.667
H -1.318 -0.359 0.009
H -1.782 -1.117 -1.552
H -3.749 1.910 -1.525
H -3.814 0.144 -1.834
H -3.556 0.755 -0.162

Cartesian forces, eV/Å:
0.08 -0.01 0.02
-0.57 0.12 -0.22
0.34 -0.08 0.21
0.19 -0.63 0.16
-0.13 0.20 -0.16
-0.26 -0.24 0.09
0.54 0.28 0.05
-0.20 0.08 -0.13
-0.04 0.04 0.14
0.02 0.02 -0.24
0.07 0.16 0.13
-0.02 -0.20 0.04
0.01 0.24 0.17
-0.03 0.02 -0.25

No. 2
Molecular formula: C3H8O3
Method: DFT, ωB97M-V/def2-TZVPD

Computed properties:
Energy above the lowest of the compared OMol25 structures with the same formula, charge and spin = 5.657 eV

CARTESIAN COORDINATES (ANGSTROEM)
C 0.400 -1.622 -0.210
C -0.090 0.024 -0.393
C -0.452 2.138 -0.056
O 0.607 0.647 0.685
O 1.413 -1.500 0.620
O -0.699 -2.365 0.270
H 1.280 -0.282 0.937
H -0.603 -2.401 1.232
H 0.634 -1.994 -1.213
H -1.169 -0.053 -0.270
H 0.264 0.323 -1.381
H -0.843 2.317 0.934
H -1.210 2.130 -0.830
H 0.467 2.638 -0.325

Cartesian forces, eV/Å:
-0.59 1.40 -0.48
0.41 -2.16 -0.11
0.95 -0.18 0.95
-1.51 1.71 -1.01
0.20 1.05 0.65
0.02 -0.09 0.13
0.37 -1.65 -0.22
0.06 0.01 -0.11
0.02 -0.12 0.11
-0.03 0.18 0.02
-0.10 0.19 0.02
0.13 0.12 -0.01
0.17 -0.57 -0.05
-0.11 0.10 0.13

No. 3
Molecular formula: C3H8O3
Method: DFT, ωB97M-V/def2-TZVPD

Computed properties:
SMILES = O=CO.CCO
Energy above the lowest of the compared OMol25 structures with the same formula, charge and spin = 1.795 eV

CARTESIAN COORDINATES (ANGSTROEM)
O 1.424 0.377 -0.927
C 1.798 1.113 -0.075
O 0.931 1.889 0.609
H 2.858 1.337 0.265
H 1.180 1.933 1.543
C -2.180 -0.373 0.599
C -1.369 -1.060 -0.534
O -0.309 -1.746 0.132
H -2.542 -1.232 1.165
H -3.033 0.190 0.129
H -1.523 0.223 1.313
H -2.059 -1.678 -1.117
H -1.074 -0.228 -1.192
H 0.341 -2.379 -0.174

Cartesian forces, eV/Å:
0.64 0.19 -0.27
0.55 0.32 0.51
-0.62 -0.08 0.46
-0.69 -0.69 -0.54
0.19 0.31 -0.23
0.44 -0.60 -0.08
0.03 1.17 0.25
-0.51 0.59 1.35
-0.48 0.32 0.35
0.87 -0.32 0.75
-0.89 -0.46 -1.29
0.28 -0.41 0.17
0.74 -0.59 -0.03
-0.57 0.22 -1.39

No. 4
Molecular formula: C3H8O3S
Method: DFT, ωB97M-V/def2-TZVPD

Computed properties:
SMILES = C=[S@@H](=O)O.CC=O
Energy above the lowest of the compared OMol25 structures with the same formula, charge and spin = 5.003 eV

CARTESIAN COORDINATES (ANGSTROEM)
C 0.883 0.679 -0.887
S 2.297 0.080 -0.065
O 2.358 0.223 1.390
O 2.376 -1.440 -0.746
H 1.029 0.455 -1.996
H 0.756 1.767 -0.684
H 3.648 0.320 -0.476
H 1.952 -2.131 -0.340
C -1.835 -0.065 0.193
C -0.567 -0.603 0.779
O -0.083 -1.684 0.626
H -1.779 1.009 0.298
H -2.650 -0.574 0.745
H -1.833 -0.424 -0.907
H -0.171 -0.046 1.616

Cartesian forces, eV/Å:
2.63 0.44 -0.28
-0.65 -0.90 -1.03
-0.28 -0.25 -1.81
2.65 4.52 -1.16
-0.27 0.14 1.56
0.15 -0.76 0.02
-1.36 -0.15 0.23
-2.43 -2.39 2.20
0.57 -1.74 -1.88
-0.63 0.31 1.28
0.17 -1.89 -0.84
-0.59 0.23 -0.12
0.18 0.63 -0.30
-0.40 0.83 1.72
0.26 0.98 0.42

No. 5
Molecular formula: C3H8O3S
Method: DFT, ωB97M-V/def2-TZVPD

Computed properties:
SMILES = O=C(O)CCS.O
Energy above the lowest of the compared OMol25 structures with the same formula, charge and spin = 0.834 eV

CARTESIAN COORDINATES (ANGSTROEM)
O -1.866 2.452 -0.749
C -1.452 1.357 -0.479
O -2.304 0.344 -0.070
C -0.003 0.964 -0.241
C 0.296 0.102 0.932
S 2.114 -0.360 0.809
H -3.171 0.650 -0.460
H 0.314 0.556 -1.220
H 0.574 1.855 -0.042
H -0.176 -0.905 0.832
H 0.068 0.616 1.890
H 2.039 -0.523 2.155
O 0.667 -3.395 -0.984
H 0.678 -2.503 -1.062
H 0.817 -3.739 -1.879

Cartesian forces, eV/Å:
0.25 -0.55 -0.71
-0.26 -0.09 2.44
-0.65 1.10 -1.83
-0.40 0.92 -1.20
0.18 -2.13 -0.30
-0.99 0.55 1.37
0.83 -0.57 0.91
0.25 -0.11 0.53
-0.03 0.62 -0.59
-0.16 1.08 0.56
0.20 -0.53 -0.67
0.76 -0.26 -0.49
-0.05 -4.55 -0.12
0.15 4.39 -0.31
-0.08 0.13 0.45

No. 6
Molecular formula: C3H8O3S3
Method: DFT, ωB97M-V/def2-TZVPD

Computed properties:
SMILES = O=S(=O)(O)C[C@H](S)CS
Energy above the lowest of the compared OMol25 structures with the same formula, charge and spin = 0.812 eV

CARTESIAN COORDINATES (ANGSTROEM)
O -0.268 -0.014 2.882
S 0.037 0.390 1.481
O 1.146 1.250 1.124
O -1.380 1.025 0.991
C -0.029 -1.134 0.529
C 0.487 -0.822 -0.901
S 2.304 -0.417 -0.870
C -0.327 0.295 -1.610
S -2.013 -0.304 -2.075
H -1.827 1.207 1.798
H -1.017 -1.501 0.520
H 0.674 -1.800 1.082
H 0.435 -1.727 -1.366
H 2.428 -0.949 -2.183
H -0.240 1.249 -1.012
H 0.216 0.419 -2.498
H -2.685 0.277 -0.992

Cartesian forces, eV/Å:
1.16 1.21 -2.52
-1.33 -1.16 2.90
-1.44 -1.00 0.48
1.48 0.06 -1.17
2.90 1.26 -0.29
0.01 2.30 2.31
-0.45 -0.82 -2.01
0.20 -0.68 1.50
-0.11 1.19 1.42
-0.95 0.36 1.35
-1.15 -0.28 0.19
-0.60 0.30 -0.48
-0.33 -2.29 -1.78
0.16 0.63 1.64
-0.57 -1.03 -0.95
0.37 0.58 -1.50
0.66 -0.64 -1.09

No. 7
Molecular formula: C3H8O4S
Method: DFT, ωB97M-V/def2-TZVPD

Computed properties:
Total charge = -2
Energy above the lowest of the compared OMol25 structures with the same formula, charge and spin = 1.855 eV

CARTESIAN COORDINATES (ANGSTROEM)
O -1.848 -1.712 -1.165
C -0.770 -1.071 -0.977
O -0.073 -0.653 -1.984
C -0.108 -1.194 0.457
C 1.327 -0.987 0.471
S 1.991 -0.723 2.175
H -0.324 -2.170 0.889
H -0.763 -0.564 0.956
H 1.936 -1.454 -0.211
H 1.660 0.006 -0.024
H -0.816 1.861 2.638
H -0.780 0.945 1.556
O -1.326 1.644 1.946
H -0.688 2.127 -2.622
H 0.399 1.585 -1.764
O 0.183 2.360 -2.340

Cartesian forces, eV/Å:
0.04 1.07 0.98
0.95 -3.05 -2.68
-0.59 0.84 1.98
-1.12 -1.38 -3.00
1.57 5.37 1.38
0.22 -0.53 0.20
-0.30 -0.24 -0.29
-0.49 1.47 1.79
0.99 -2.92 -1.12
-1.41 -0.59 0.72
2.83 1.44 4.12
-0.15 -0.01 -0.21
-2.57 -1.23 -3.74
-0.83 -0.36 -0.34
-0.09 0.29 -0.71
0.96 -0.17 0.92

No. 8
Molecular formula: C3H8O5PSn
Method: DFT, ωB97M-V/def2-TZVPD

Computed properties:
Expectation value of S² = 0.802
Spin multiplicity = 2

CARTESIAN COORDINATES (ANGSTROEM)
Sn -2.487 1.670 1.482
P -0.400 3.583 -0.163
O 0.606 4.598 -0.798
O -0.727 3.983 1.326
O -0.060 2.024 -0.203
O -1.830 3.763 -0.853
C 1.575 -1.715 0.567
C 0.430 -1.262 -0.354
C -0.550 -2.426 -0.661
O -0.331 -0.405 0.457
H 2.102 -0.863 0.996
H 2.245 -2.343 -0.020
H 1.177 -2.298 1.397
H 0.703 -0.693 -1.243
H -0.727 -3.039 0.222
H -0.143 -2.986 -1.503
H -1.553 -2.072 -0.900
H -0.028 0.483 0.250

Cartesian forces, eV/Å:
3.69 2.14 -2.31
-0.52 0.13 -0.24
-1.73 -2.12 0.87
-0.82 -1.66 -0.10
-1.21 1.95 0.74
1.11 -0.41 0.66
0.12 -0.21 -1.13
-1.20 -1.39 1.45
0.70 0.38 -0.42
-1.46 0.75 1.10
0.09 0.01 -0.27
0.36 -0.05 0.25
-0.14 -0.02 -0.11
0.38 -0.34 -0.14
0.51 -0.21 -0.01
-0.26 -0.45 0.15
0.21 0.38 -0.43
0.17 1.12 -0.06

No. 9
Molecular formula: C3H8OS
Method: DFT, ωB97M-V/def2-TZVPD

Computed properties:
SMILES = C=CO.CS
Energy above the lowest of the compared OMol25 structures with the same formula, charge and spin = 1.459 eV

CARTESIAN COORDINATES (ANGSTROEM)
C 0.689 -0.031 3.617
C -0.452 -0.702 3.692
O -0.452 -1.932 3.069
H 0.748 0.986 3.995
H 1.548 -0.327 3.018
H -1.407 -0.501 4.159
H -1.309 -2.347 2.905
C 1.235 0.689 -3.009
S -0.533 1.007 -3.243
H 1.794 0.960 -3.915
H 1.736 1.444 -2.252
H 1.495 -0.329 -2.744
H -1.025 -0.215 -3.646

Cartesian forces, eV/Å:
-0.38 1.44 0.14
0.43 -1.42 -1.04
0.06 -0.64 -0.26
-0.08 -0.26 0.28
-0.40 -0.43 0.20
0.28 0.72 0.28
0.10 0.59 0.40
1.77 1.72 0.42
-0.42 -0.37 0.12
-0.35 -0.38 -0.03
-1.58 -1.62 -1.02
-0.19 -0.02 0.24
0.76 0.68 0.28

No. 10
Molecular formula: C3H8OS
Method: DFT, ωB97M-V/def2-TZVPD

Computed properties:
SMILES = C=O.CCS
Energy above the lowest of the compared OMol25 structures with the same formula, charge and spin = 1.038 eV

CARTESIAN COORDINATES (ANGSTROEM)
C 2.310 2.532 1.438
O 3.305 2.111 1.958
H 1.526 1.901 0.984
H 2.064 3.609 1.522
C -1.498 0.526 -1.127
C -1.101 -0.569 -0.163
S -1.177 -2.241 -0.913
H -1.036 0.322 -2.101
H -2.552 0.476 -1.425
H -1.313 1.571 -0.883
H -1.804 -0.635 0.670
H -0.134 -0.432 0.315
H -2.494 -2.180 -1.165

Cartesian forces, eV/Å:
-0.28 0.54 0.85
0.01 -0.32 -0.34
0.25 -0.20 -0.20
0.02 -0.03 -0.32
-0.26 -0.18 -1.63
-0.82 -0.16 0.68
0.18 0.32 0.00
0.40 0.23 0.22
-0.11 -0.15 0.55
0.27 -0.14 0.51
0.04 0.25 0.05
0.23 -0.10 -0.38
0.08 -0.06 0.00

No. 11
Molecular formula: C3H8OS
Method: DFT, ωB97M-V/def2-TZVPD

Computed properties:
Energy above the lowest of the compared OMol25 structures with the same formula, charge and spin = 7.504 eV

CARTESIAN COORDINATES (ANGSTROEM)
C -1.329 0.998 0.231
C -1.616 -0.321 0.797
C 1.677 -0.158 -0.172
O 0.754 1.551 1.673
S 0.443 1.093 0.306
H -0.313 0.678 -1.518
H -1.369 -1.149 0.143
H -1.004 -0.199 1.816
H -2.714 -0.578 0.952
H 1.795 -0.905 0.643
H 1.446 -0.611 -1.144
H 2.678 0.346 -0.171
H 0.532 2.082 -0.646

Cartesian forces, eV/Å:
2.46 -0.38 -2.63
-1.27 -0.78 2.17
1.14 -0.11 0.51
0.68 -0.74 -0.71
-1.53 2.30 -0.28
-1.34 0.15 1.65
0.99 -0.26 0.18
-1.59 -1.22 -1.64
1.19 1.00 0.35
-0.61 0.45 -0.51
0.06 0.20 0.50
-0.96 -0.10 -0.22
0.77 -0.50 0.63

No. 12
Molecular formula: C3H8OS
Method: DFT, ωB97M-V/def2-TZVPD

Computed properties:
SMILES = C=C(C)O.S
Energy above the lowest of the compared OMol25 structures with the same formula, charge and spin = 0.841 eV

CARTESIAN COORDINATES (ANGSTROEM)
C -0.154 -1.739 0.910
C -0.599 -0.511 1.129
C -0.203 0.736 0.351
O -1.430 -0.253 2.207
H 0.449 -1.897 0.028
H -0.399 -2.579 1.540
H 0.109 0.402 -0.640
H -1.100 1.335 0.250
H 0.688 1.105 0.854
H -1.071 0.532 2.652
S 1.371 0.416 -3.349
H 0.330 1.254 -3.477
H 2.009 1.198 -2.455

Cartesian forces, eV/Å:
-0.09 0.20 -0.49
0.14 0.28 0.37
-0.09 -2.14 -0.13
0.39 0.14 0.10
0.02 -0.17 -0.01
-0.07 0.03 0.10
0.02 0.20 -0.02
0.33 0.72 0.20
-0.30 0.91 0.01
-0.37 -0.18 -0.12
0.07 0.07 0.09
0.13 0.00 0.08
-0.19 -0.07 -0.19

No. 13
Molecular formula: C3H8OS
Method: DFT, ωB97M-V/def2-TZVPD

Computed properties:
SMILES = C=O.CSC
Energy above the lowest of the compared OMol25 structures with the same formula, charge and spin = 1.055 eV

CARTESIAN COORDINATES (ANGSTROEM)
C 3.894 1.593 -1.964
O 2.939 1.117 -2.507
H 4.945 1.416 -2.268
H 3.774 2.219 -1.073
C -1.884 -0.663 2.582
S -1.606 -1.277 0.901
C -1.444 0.176 -0.139
H -0.954 -0.598 3.126
H -2.537 -1.419 3.012
H -2.333 0.333 2.607
H -1.097 -0.205 -1.104
H -2.361 0.756 -0.192
H -0.610 0.805 0.164

Cartesian forces, eV/Å:
0.07 -0.11 0.31
0.13 -0.08 -0.27
-0.21 -0.08 -0.24
0.00 0.26 0.21
0.00 0.19 -0.44
-0.07 -0.28 -0.11
0.74 0.05 0.09
0.27 -0.12 0.21
-0.03 0.27 0.32
-0.25 -0.27 -0.14
-0.57 0.02 -0.06
-0.02 -0.04 -0.23
-0.07 0.19 0.35

No. 14
Molecular formula: C3H8OS
Method: DFT, ωB97M-V/def2-TZVPD

Computed properties:
SMILES = CC=O.CS
Energy above the lowest of the compared OMol25 structures with the same formula, charge and spin = 0.570 eV

CARTESIAN COORDINATES (ANGSTROEM)
C -0.655 -0.277 -3.717
C -0.566 0.401 -2.367
O -0.602 -0.227 -1.341
H 0.324 -0.717 -3.890
H -0.886 0.392 -4.544
H -1.418 -1.042 -3.612
H -0.307 1.476 -2.327
C -0.149 -0.617 2.935
S 1.099 0.441 2.128
H -0.862 -0.993 2.211
H 0.446 -1.398 3.408
H -0.619 -0.086 3.755
H 0.236 1.297 1.566

Cartesian forces, eV/Å:
-0.34 0.40 0.47
0.83 -0.18 -0.07
-0.37 0.08 0.04
0.03 -0.22 -0.10
-0.03 0.10 0.09
0.10 -0.28 -0.26
-0.25 0.10 -0.15
0.68 0.33 0.24
-0.21 0.00 0.04
0.01 -0.18 0.10
-0.22 -0.28 -0.27
-0.28 0.14 -0.10
0.05 -0.01 -0.03

No. 15
Molecular formula: C3H8OS
Method: DFT, ωB97M-V/def2-TZVPD

Computed properties:
Expectation value of S² = 2.003
Spin multiplicity = 3
Energy above the lowest of the compared OMol25 structures with the same formula, charge and spin = 3.137 eV

CARTESIAN COORDINATES (ANGSTROEM)
C 0.264 1.520 0.449
C 0.255 -0.882 -0.494
C -0.621 0.312 -0.475
O 0.132 -1.768 0.596
S -2.332 -0.015 -0.028
H 1.220 1.569 0.000
H -0.345 2.475 0.535
H 0.319 1.026 1.514
H 1.202 -0.649 -0.735
H -0.110 -1.564 -1.317
H -0.515 0.742 -1.491
H 1.050 -1.768 0.940
H -2.392 -0.337 1.292

Cartesian forces, eV/Å:
-4.15 -2.42 2.04
-4.47 -3.54 -1.49
3.23 3.87 -0.71
1.84 0.61 1.31
0.18 0.76 -1.74
0.81 0.38 -0.51
1.12 -1.16 -0.31
0.12 1.19 -1.94
3.50 1.02 -0.50
0.37 1.01 0.03
-0.39 -0.26 0.21
-1.07 -0.49 0.42
-1.09 -0.98 3.19

No. 16
Molecular formula: C3H8OS
Method: DFT, ωB97M-V/def2-TZVPD

Computed properties:
Expectation value of S² = 0.759
Spin multiplicity = 2
Total charge = +1
Energy above the lowest of the compared OMol25 structures with the same formula, charge and spin = 0.665 eV

CARTESIAN COORDINATES (ANGSTROEM)
C -1.416 0.632 -1.175
S -1.432 0.266 0.570
H -2.282 1.278 -1.354
H -0.466 1.116 -1.356
H -1.481 -0.208 -1.869
H -2.747 0.003 0.710
O 1.572 -0.640 -1.137
C 1.280 -0.705 0.011
C 1.921 0.115 1.090
H 0.611 -1.553 0.335
H 2.115 1.129 0.743
H 2.877 -0.363 1.298
H 1.288 0.185 1.969

Cartesian forces, eV/Å:
-0.29 0.34 -0.06
-0.04 -0.24 -0.20
0.28 0.08 -0.12
0.06 0.34 -0.13
-0.08 -0.39 0.39
0.04 -0.16 -0.01
-0.36 0.19 -0.67
0.89 -0.48 0.45
-0.37 0.51 -0.01
-0.44 0.24 0.10
0.13 -0.05 -0.21
0.02 -0.07 0.24
0.13 -0.31 0.22

No. 17
Molecular formula: C3H8OS2
Method: DFT, ωB97M-V/def2-TZVPD

Computed properties:
SMILES = CC=O.CSS
Energy above the lowest of the compared OMol25 structures with the same formula, charge and spin = 0.728 eV

CARTESIAN COORDINATES (ANGSTROEM)
C -0.226 -2.331 0.354
C -0.371 -1.619 -0.962
O 0.025 -2.039 -2.019
H -1.010 -1.946 1.000
H 0.750 -2.372 0.830
H -0.448 -3.385 0.166
H -1.099 -0.789 -0.996
C 0.011 2.756 0.709
S 0.627 1.117 1.091
S 1.643 0.635 -0.673
H -0.929 2.880 1.249
H -0.193 2.805 -0.354
H 0.661 3.558 1.055
H 0.559 0.729 -1.450

Cartesian forces, eV/Å:
-0.51 -0.54 -0.08
-0.62 -0.76 -0.59
0.44 -0.02 0.05
0.27 0.05 0.44
0.14 0.61 -0.08
-0.11 0.04 -0.15
0.18 0.34 0.38
-0.27 0.38 0.38
0.27 -0.45 -0.37
0.02 0.50 0.61
-0.07 -0.14 -0.05
0.01 0.24 -0.05
0.23 -0.10 -0.31
0.01 -0.14 -0.19

No. 18
Molecular formula: C3H8OS2
Method: DFT, ωB97M-V/def2-TZVPD

Computed properties:
Energy above the lowest of the compared OMol25 structures with the same formula, charge and spin = 1.267 eV

CARTESIAN COORDINATES (ANGSTROEM)
S -1.486 0.505 1.266
S 0.887 -0.218 -0.425
C 0.155 -0.223 1.279
C -1.380 1.398 -0.275
C -0.504 0.586 -1.260
H 0.049 -1.214 1.761
H 0.772 0.411 1.945
H -0.902 2.365 -0.024
H -2.408 1.611 -0.624
H -0.045 1.291 -1.981
H -1.039 -0.189 -1.842
O 1.773 -2.455 0.105
H 2.641 -2.195 0.489
H 1.487 -1.671 -0.415

Cartesian forces, eV/Å:
-0.81 -0.67 0.28
-2.11 3.97 0.66
0.37 0.31 0.65
0.67 0.49 -0.14
-0.29 0.63 -0.84
0.31 0.36 -0.75
0.02 -0.45 -0.57
-0.13 -0.38 -0.56
0.60 -0.31 0.00
-0.28 -0.37 0.22
-0.02 0.52 0.53
1.98 -1.43 1.18
-0.79 -0.50 -0.41
0.51 -2.18 -0.26

no.,F_max (eV/A),calculated total energy (eV)
1,0.68,-25230.0776
2,2.50,-9378.1450
3,1.63,-9382.0066
4,5.36,-20213.9481
5,4.55,-20218.1167
6,3.40,-41887.7769
7,5.77,-22264.8675
8,4.86,-28595.3093
9,2.50,-16121.7782
10,1.66,-16122.1995
11,3.61,-16115.7330
12,2.14,-16122.3959
13,0.75,-16122.1820
14,0.85,-16122.6674
15,5.89,-16116.3972
16,1.11,-16113.4365
17,1.14,-26957.8802
18,4.55,-26957.3414